Arrangement w

Here is a cluster of 4 separate species, C2H12N2O3 in total from OMol25. Energies are from the ωB97M-V functional and the def2-TZVPD basis.

CARTESIAN COORDINATES (ANGSTROEM)
1 H 2.59 1.08 3.00
2 H -1.29 1.72 -1.45
3 C -1.57 -0.74 -2.17
4 H 0.06 -1.78 1.22
5 H -1.20 -1.26 0.55
6 C -0.79 1.42 -2.40
7 H -0.95 -2.59 -2.62
8 H 0.25 0.58 3.14
9 O 0.83 1.16 2.69
10 N -1.28 -2.10 -1.81
11 H -2.17 -2.55 -1.50
12 H -1.38 1.66 -3.31
13 H 4.13 0.78 2.66
14 O 3.47 1.47 2.99
15 H 0.34 1.73 2.12
16 H -2.40 -0.41 -1.55
17 O -0.77 -1.38 1.45
18 H 0.26 1.89 -2.27
19 N -0.47 -0.03 -2.43

Properties
Molar mass (g mol⁻¹): 112.13
Total charge: 0
SMILES: C/N=C/N.O.O.O
Spin multiplicity: 1
Gap between HOMO and LUMO (eV): 10.1

Arrangement x

Here is a cluster of 4 separate species, C2H12N2O3 in total from OMol25. Energies are from the ωB97M-V functional and the def2-TZVPD basis.

CARTESIAN COORDINATES (ANGSTROEM)
1 H -0.90 1.53 2.03
2 C 0.97 1.10 2.27
3 H -0.18 1.87 0.68
4 H 1.04 -0.55 0.31
5 H 0.51 -1.96 1.29
6 H 1.04 0.49 -1.90
7 N 0.52 -0.23 2.29
8 H -1.17 -1.29 -2.72
9 H -2.54 -0.26 -1.19
10 O -0.59 -2.09 -2.94
11 H -0.59 0.48 -1.65
12 H 1.91 1.31 1.74
13 N -0.07 2.05 1.69
14 O -1.82 -0.20 -1.84
15 O 0.34 0.77 -1.32
16 C 1.10 -1.06 1.29
17 H -0.73 -2.49 -3.80
18 H 1.03 1.42 3.31
19 H 2.18 -1.19 1.40

Properties
Molar mass (g mol⁻¹): 112.13
Total charge: 0
Spin multiplicity: 1
Gap between HOMO and LUMO (eV): 3.4

Short version: arrangement x is the least stable of them.

Arrangement w

Here is the molecule C13H17N from OMol25. Energies are from the ωB97M-V functional and the def2-TZVPD basis.

CARTESIAN COORDINATES (ANGSTROEM)
1 H 2.63 -1.01 0.46
2 C 1.02 -1.16 -0.76
3 C -0.91 -2.70 0.06
4 H 0.11 3.36 -3.18
5 H -2.70 -2.94 1.03
6 C 0.28 3.13 -0.76
7 H 0.43 -0.38 1.71
8 N -1.72 -2.38 1.27
9 H -0.93 3.85 1.45
10 C -1.79 -0.92 1.30
11 C -0.11 2.24 0.20
12 H -1.78 -0.71 2.33
13 H 0.68 -1.95 -1.71
14 H -1.23 -2.20 -0.80
15 H 2.98 -1.15 -1.53
16 H -2.58 -0.47 0.78
17 C 0.85 1.17 -2.27
18 C -0.97 2.70 1.52
19 C 2.55 -1.57 -0.65
20 H 0.82 -2.21 1.54
21 H 2.88 -2.67 -0.79
22 C 0.34 -1.72 0.50
23 C 0.02 0.79 0.04
24 C -0.35 -0.46 0.93
25 H -0.68 -3.81 0.39
26 H 1.29 0.83 -3.29
27 C 0.77 0.30 -1.08
28 C 0.39 2.58 -2.16
29 H 0.19 4.24 -0.53
30 H -0.48 2.80 2.50
31 H -1.99 2.39 1.50

Properties
Molar mass (g mol⁻¹): 187.29
Total charge: 0
SMILES: Cc1cccc2c1[C@H]1CNC[C@H]1[C@@H]2C
Spin multiplicity: 1
Gap between HOMO and LUMO (eV): 9.0

Arrangement x

Here is the molecule C13H17N from OMol25. Energies are from the ωB97M-V functional and the def2-TZVPD basis.

CARTESIAN COORDINATES (ANGSTROEM)
1 C -1.05 -0.91 -1.38
2 C 0.00 -0.03 -3.38
3 C -1.98 0.62 1.94
4 C 1.36 -0.33 -1.44
5 H -2.28 -0.65 -2.83
6 H -2.77 1.27 2.04
7 H 0.65 0.43 2.41
8 H -1.93 -1.31 -1.01
9 H 3.08 -0.57 1.41
10 H -1.83 -1.35 1.19
11 H 2.27 1.90 0.79
12 H -1.78 0.59 3.13
13 H 3.24 1.14 -0.72
14 H -3.33 -1.19 2.48
15 H 0.96 1.93 -0.22
16 C 0.80 -0.96 0.75
17 H 2.03 0.99 -3.23
18 C 1.44 1.26 0.40
19 H 0.34 -1.93 1.19
20 C -2.71 -0.73 1.70
21 H 3.14 -1.57 0.21
22 C 2.24 0.39 -0.41
23 C 0.27 -0.86 -0.66
24 H -3.32 -0.49 0.84
25 H -0.85 2.00 1.46
26 C 2.32 -0.82 0.69
27 N -0.90 0.93 1.10
28 C -1.09 -0.56 -2.62
29 H -0.05 0.05 -4.49
30 C 1.28 0.30 -2.73
31 C 0.45 0.44 1.38

Properties
Molar mass (g mol⁻¹): 187.29
Total charge: 0
SMILES: CCN[C@@H]1C[C@H]2C[C@@H]1c1ccccc12
Spin multiplicity: 1
Gap between HOMO and LUMO (eV): 9.2

Short version: arrangement w is the least stable of them.